[1]
2 unconnected molecules or ions with the total composition C3H4ClP, computed with ωB97M-V with the def2-TZVPD basis set.

Structure (XYZ):
```
9
Properties=species:S:1:pos:R:3
C 0.491 -0.343 -1.294
C -0.123 0.025 -0.329
C -0.599 0.444 0.942
P 3.918 0.248 -1.124
Cl 3.505 -0.041 0.803
H 1.269 -0.556 -2.006
H -0.038 1.308 1.186
H -0.305 -0.375 1.670
H -1.671 0.791 1.010
```

The relative energy (zero: lowest compared OMol25 entry of this formula, charge and spin) is 242.0 kJ/mol. Its HOMO energy (alpha / beta) is -8.35 / -8.41 eV. The LUMO energy (alpha / beta) is -1.39 / -1.36 eV. The calculation puts the HOMO-LUMO gap (alpha / beta) at 6.9556 / 7.0489 eV. Its molar mass is 106.5 g/mol.

***

[2]
A molecular structure, C44H76BINO28P2, computed with ωB97M-V with the def2-TZVPD basis set.

Structure (XYZ):
```
153
Properties=species:S:1:pos:R:3
C -2.725 2.138 -0.799
C -2.306 1.111 -0.032
C -2.904 0.898 1.335
C -2.016 0.476 2.524
C -0.599 1.043 2.585
O 0.150 0.874 1.402
P -0.709 2.892 2.971
P 1.104 3.812 2.130
O 2.301 2.975 1.971
O 0.613 4.502 0.776
O 1.347 5.037 3.118
C 0.064 0.223 3.701
C 1.578 0.310 3.694
C 2.336 -0.264 4.897
C 3.786 0.290 4.936
C 4.793 -0.856 4.764
C 4.825 -1.428 3.344
C 5.429 -0.476 2.285
C 4.538 -0.136 1.086
C 4.638 -1.146 -0.072
C 4.199 -0.536 -1.416
C 2.786 -0.933 -1.860
C 2.136 0.170 -2.706
C 1.287 1.129 -1.884
N -0.669 -1.142 3.754
I -1.388 -1.173 5.866
C 0.060 -2.467 3.783
O 0.608 -2.953 2.608
C 1.043 -2.130 1.532
C -1.927 -1.026 2.908
O -3.029 -1.233 3.808
B -2.241 -2.188 1.763
O -2.110 -1.880 0.434
C -2.712 -3.619 2.177
C -1.724 -4.670 1.573
H -3.016 2.039 -1.842
H -2.858 3.126 -0.362
H -1.542 0.440 -0.412
H -3.361 1.855 1.608
H -3.743 0.212 1.188
H -2.515 0.912 3.399
H -0.162 1.459 0.698
H -0.460 3.004 4.351
H -0.028 3.964 0.285
H 2.309 5.143 3.222
H -0.218 0.766 4.599
H 2.017 -0.075 2.780
H 1.788 1.381 3.654
H 2.443 -1.340 4.739
H 1.812 -0.109 5.841
H 3.920 1.034 4.147
H 3.944 0.719 5.926
H 4.445 -1.656 5.427
H 5.794 -0.593 5.111
H 5.459 -2.318 3.387
H 3.832 -1.798 3.066
H 5.736 0.445 2.788
H 6.338 -0.940 1.900
H 4.820 0.856 0.724
H 3.483 -0.059 1.366
H 3.911 -1.935 0.156
H 5.643 -1.559 -0.140
H 4.224 0.553 -1.367
H 4.895 -0.846 -2.196
H 2.786 -1.833 -2.478
H 2.136 -1.138 -0.999
H 1.503 -0.252 -3.491
H 2.907 0.757 -3.215
H 0.755 1.857 -2.500
H 0.552 0.555 -1.309
H 1.909 1.673 -1.164
H 0.799 -2.401 4.579
H -0.680 -3.200 4.106
H 0.417 -1.256 1.365
H 1.004 -2.759 0.640
H 2.084 -1.836 1.660
H -3.855 -1.312 3.309
H -1.199 -1.969 0.112
H -2.751 -3.743 3.260
H -3.698 -3.836 1.759
H -2.198 -5.193 0.745
H -1.409 -5.391 2.324
H -0.831 -4.216 1.149
C 5.887 4.752 -1.566
C 4.771 3.987 -0.877
O 4.966 2.660 -1.375
C 6.264 2.532 -1.758
O 6.782 1.506 -2.051
O 6.877 3.737 -1.753
H 6.291 5.565 -0.971
H 5.589 5.135 -2.543
H 4.877 3.971 0.209
H 3.777 4.343 -1.132
C -0.172 -0.120 10.976
C 0.222 -1.570 11.190
O 0.714 -1.940 9.895
C 1.113 -0.820 9.255
O 1.728 -0.806 8.236
O 0.721 0.282 9.930
H -0.032 0.506 11.852
H -1.198 -0.015 10.620
H 1.030 -1.682 11.914
H -0.607 -2.210 11.477
C -2.122 -1.181 -3.092
C -2.897 -1.923 -4.155
O -1.856 -2.287 -5.078
C -0.694 -2.323 -4.416
O 0.330 -2.751 -4.863
O -0.824 -1.803 -3.177
H -2.534 -1.307 -2.095
H -2.022 -0.116 -3.315
H -3.353 -2.832 -3.770
H -3.643 -1.315 -4.650
C -0.613 -6.899 -2.711
C -1.031 -6.538 -4.125
O -2.221 -5.770 -3.896
C -2.165 -5.264 -2.651
O -2.911 -4.434 -2.228
O -1.145 -5.802 -1.953
H 0.463 -6.962 -2.577
H -1.075 -7.822 -2.360
H -0.300 -5.905 -4.630
H -1.253 -7.400 -4.748
C -4.782 0.315 -6.808
C -5.094 1.635 -7.489
O -5.018 2.558 -6.386
C -4.236 2.016 -5.437
O -3.833 2.592 -4.469
O -3.967 0.724 -5.704
H -4.239 -0.383 -7.440
H -5.678 -0.171 -6.416
H -4.344 1.906 -8.224
H -6.081 1.650 -7.944
C -5.936 6.172 -3.154
C -5.647 4.770 -2.650
O -6.709 4.563 -1.713
C -7.739 5.379 -2.045
O -8.823 5.326 -1.567
O -7.355 6.260 -2.999
H -5.657 6.325 -4.192
H -5.469 6.943 -2.539
H -5.715 4.022 -3.439
H -4.683 4.675 -2.157
C 0.319 -0.293 -6.945
C 1.073 1.022 -7.005
O 0.130 1.885 -7.658
C -1.102 1.387 -7.449
O -2.120 1.970 -7.666
O -1.045 0.149 -6.916
H 0.547 -0.877 -6.063
H 0.484 -0.904 -7.833
H 1.279 1.431 -6.014
H 2.001 0.966 -7.567
```

The charge is +1. Its HOMO energy is -11.46 eV. The LUMO energy is -4.90 eV. The calculation puts the HOMO-LUMO gap at 6.5548 eV. Its molar mass is 1266.7 g/mol.

***

Question: Among the records above, which one has the lowest molar mass?
Answer: C3H4ClP